(1)
The following is a DFT calculation (the ωB97M-V functional and the def2-TZVPD basis) of the ion C11H30ClN2OP2Si with charge +1.

Element x y z (Å)
1 C -4.75185 0.82997 0.97169
2 C -3.24943 0.51551 1.11671
3 P -2.76968 -0.62048 -0.23756
4 C -2.92638 -2.24689 0.58160
5 N -0.89558 -0.42177 -0.15769
6 C -0.41686 -0.51336 1.27865
7 C 1.08230 -0.54148 1.45751
8 O 1.55548 0.78129 1.33960
9 Si 3.13285 1.05541 0.78873
10 C 3.15630 2.86445 0.33596
11 C 3.52759 0.01099 -0.70143
12 C 4.32071 0.71949 2.17837
13 C -0.20430 -1.46083 -0.99801
14 C -0.87431 -1.88567 -2.30144
15 C -1.10500 -0.80630 -3.33727
16 Cl 0.28527 -3.08840 -2.96323
17 P -0.50022 1.27655 -0.77802
18 N 0.70495 1.30377 -1.72782
19 H -4.89541 1.87277 0.70619
20 H -5.24990 0.66962 1.92308
21 H -5.24133 0.21150 0.22287
22 H -2.65081 1.42583 1.07676
23 H -3.03193 0.06327 2.08362
24 H -1.98797 -2.79255 0.62038
25 H -3.61023 -2.82389 -0.03925
26 H -3.35176 -2.15439 1.57650
27 H -0.87667 -1.37551 1.75491
28 H -0.77412 0.37168 1.79757
29 H 1.27331 -0.94406 2.45548
30 H 1.56830 -1.20407 0.74264
31 H 3.46125 3.49182 1.16902
32 H 2.14176 3.17381 0.06935
33 H 3.78353 3.05299 -0.53159
34 H 2.84824 0.16899 -1.53796
35 H 3.54273 -1.05287 -0.45624
36 H 4.54205 0.25846 -1.01346
37 H 3.93245 1.13466 3.10600
38 H 4.50362 -0.34292 2.33594
39 H 5.27452 1.18479 1.93439
40 H -0.10636 -2.33347 -0.35433
41 H 0.79885 -1.10893 -1.22576
42 H -1.77396 -2.47054 -2.12123
43 H -0.16536 -0.34877 -3.62812
44 H -1.77216 -0.03189 -2.95888
45 H -1.58511 -1.24110 -4.20873
46 H -1.73278 1.53930 -1.37628
47 H -0.44068 2.02091 0.40176
48 H 1.50409 1.81231 -1.37097

Values from the calculation:
SMILES: CCP(C)[N@@+](CCO[Si](C)(C)C)(C[C@@H](C)Cl)[PH2]=N
Charge: +1
E_LUMO in eV: -2.65
2S+1: 1
ΔE to the lowest compared entry with this formula, charge and spin in kJ/mol: 11.0

Atom charges from the Löwdin analysis, given in e for atoms 1 to 6: -0.13, -0.43, 1.02, -0.24, -0.44, -0.19


(2)
The following is a DFT calculation (the ωB97M-V functional and the def2-TZVPD basis) of a structure of composition C49H57BIN11PS3ScSe.

Element x y z (Å)
1 Sc -0.13090 0.00906 -0.47577
2 C -2.55607 -0.72672 3.99340
3 C -1.75029 -1.87725 4.57886
4 C -2.59417 -3.14679 4.46893
5 C -1.41489 -1.56638 6.03849
6 N -0.43783 -2.12893 3.87413
7 C 0.32484 -3.21884 4.26228
8 C 1.52275 -3.11491 3.66375
9 N 1.52155 -1.96688 2.90095
10 B 2.88472 -1.43577 2.35719
11 N 3.35813 -2.01222 1.00875
12 C 4.71458 -2.18950 0.83699
13 C 4.91153 -2.74117 -0.37115
14 N 3.67061 -2.90646 -0.95720
15 C 2.72655 -2.43873 -0.09740
16 S 1.00728 -2.43991 -0.31650
17 C 3.48005 -3.55368 -2.29377
18 C 4.83728 -3.98260 -2.84454
19 C 2.60212 -4.79505 -2.14275
20 C 2.87412 -2.52715 -3.24400
21 N 3.01623 0.11069 2.39252
22 C 3.38329 0.71864 3.57444
23 C 3.62646 2.01230 3.31605
24 N 3.40662 2.21988 1.96180
25 C 3.02151 1.03360 1.41274
26 S 2.55563 0.74315 -0.22747
27 C 3.82769 3.53939 1.37035
28 C 5.35442 3.59903 1.45084
29 C 3.19084 4.64844 2.21227
30 C 3.41698 3.74299 -0.08413
31 C 0.32329 -1.37421 3.03662
32 S -0.12053 0.06031 2.18397
33 H -3.49361 -0.68531 4.54965
34 H -2.78940 -0.88911 2.94187
35 H -2.05836 0.23211 4.09930
36 H -3.50014 -3.01221 5.05897
37 H -2.08878 -4.03119 4.85251
38 H -2.88939 -3.32846 3.43429
39 H -2.33332 -1.33797 6.57867
40 H -0.75557 -0.69977 6.10387
41 H -0.93441 -2.40858 6.53644
42 H -0.04069 -3.96190 4.94503
43 H 2.38868 -3.74901 3.72558
44 H 3.68391 -1.83181 3.16315
45 H 5.42006 -1.91728 1.60096
46 H 5.82473 -3.03119 -0.85132
47 H 5.31942 -4.73053 -2.21486
48 H 5.51027 -3.13632 -2.98645
49 H 4.67046 -4.43631 -3.82032
50 H 3.05800 -5.49761 -1.44394
51 H 2.51669 -5.29027 -3.11066
52 H 1.60458 -4.54601 -1.79045
53 H 3.52008 -1.64909 -3.31903
54 H 1.89740 -2.22055 -2.88538
55 H 2.77277 -2.96735 -4.23639
56 H 3.46239 0.16494 4.49280
57 H 3.96044 2.79281 3.97193
58 H 5.70975 3.49088 2.47506
59 H 5.70232 4.56084 1.07432
60 H 5.80035 2.81040 0.84338
61 H 3.60993 4.71148 3.21475
62 H 2.11399 4.49839 2.30304
63 H 3.36855 5.60869 1.72958
64 H 3.84845 2.99687 -0.74454
65 H 3.79172 4.72434 -0.37704
66 H 2.33388 3.75627 -0.21978
67 N -0.06870 2.32249 0.43090
68 C -0.86454 3.47308 0.06034
69 C -0.44901 4.75638 0.40624
70 C -1.24596 5.84479 0.10488
71 C -2.46790 5.65829 -0.53358
72 C -2.86601 4.38580 -0.89208
73 C -2.06130 3.27974 -0.60684
74 P -2.47473 1.61318 -1.21748
75 C -2.75510 2.03618 -2.98061
76 C -3.84483 1.63446 -3.74907
77 C -3.91413 1.94734 -5.10106
78 C -2.89670 2.66545 -5.70911
79 C -1.82281 3.10558 -4.94704
80 C -1.76347 2.80501 -3.59617
81 C -4.08467 1.28889 -0.44803
82 C -4.07490 0.54540 0.73057
83 C -5.25577 0.30350 1.41656
84 C -6.45646 0.79454 0.92525
85 C -6.47079 1.54866 -0.24084
86 C -5.29082 1.80161 -0.92258
87 H -0.18679 2.18226 1.43396
88 H 0.92307 2.52318 0.31249
89 H 0.49133 4.89629 0.92528
90 H -0.92197 6.84081 0.37559
91 H -3.09753 6.50795 -0.75969
92 H -3.80099 4.24649 -1.41858
93 H -4.66999 1.10253 -3.29629
94 H -4.77732 1.63600 -5.67464
95 H -2.95378 2.90734 -6.76191
96 H -1.04262 3.70392 -5.40064
97 H -0.95174 3.20593 -3.00379
98 H -3.13950 0.15997 1.11926
99 H -5.24033 -0.27135 2.33408
100 H -7.38020 0.59591 1.45199
101 H -7.40326 1.94522 -0.61982
102 H -5.32051 2.40005 -1.82431
103 I -3.84217 -1.55250 -2.58044
104 C -3.01244 -2.58220 -0.96972
105 C -3.54722 -3.84627 -0.75108
106 C -3.13050 -4.56917 0.35123
107 C -2.22283 -3.97379 1.20755
108 C -1.75595 -2.71164 0.90302
109 N -2.09817 -2.00243 -0.18771
110 H -4.28673 -4.24033 -1.43210
111 H -3.52119 -5.56025 0.53916
112 H -1.86009 -4.47374 2.09512
113 H -1.05448 -2.23348 1.55981
114 Se 1.72041 2.25557 -3.28955
115 N 1.54891 1.37855 -4.81057
116 C 0.80466 0.31237 -4.58874
117 C 0.43808 -0.72118 -5.50447
118 C -0.26133 -1.76790 -4.99839
119 C -0.61450 -1.82703 -3.60928
120 N -0.35795 -0.87953 -2.75234
121 C 0.34360 0.17381 -3.24437
122 N 0.68356 1.11578 -2.39383
123 H 0.73283 -0.66377 -6.54348
124 H -0.55579 -2.59557 -5.62821
125 H -1.10955 -2.71265 -3.23046

Values from the calculation:
Charge: +2
E_LUMO in eV: -6.20
2S+1: 1
ΔE to the lowest compared entry with this formula, charge and spin in kJ/mol: 87.7

Atom charges from the Löwdin analysis, given in e for atoms 1 to 6: 0.53, -0.07, -0.52, -0.02, -0.01, 0.01


> What is the ΔE to the lowest compared entry with this formula, charge and spin in the first record?

11.0 kJ/mol


> What is the formula in the second record?

C49H57BIN11PS3ScSe